1.
C6H11N5 | the ωB97M-V functional and the def2-TZVPD basis

Values from the calculation:
strongest force on any atom = 0.0960 Eh/bohr
energy above the lowest of the compared OMol25 structures with the same formula, charge and spin = 444.86 kJ/mol
total charge = +2
E = -508.23645 Eh
HOMO level = -0.594 Eh
orbital gap = 7.38 eV

Geometry as XYZ:
```
22
Properties=species:S:1:pos:R:3:forces:R:3
H 3.741476 -0.063921 0.731049 -2.4 -1.2 -0.5
H -3.264916 2.154114 0.491253 -0.6 -1.8 -0.5
N -3.518436 1.162876 0.199491 -0.4 1.4 1.1
H -4.539154 0.921586 0.166049 1.2 0.3 -0.1
N 0.467263 -0.250269 -0.020798 -1.1 -0.5 0.1
C 1.710299 1.717809 -0.056547 1.0 -1.0 1.2
H -1.773532 -2.743181 -0.686603 0.0 -1.2 -0.5
H -3.468846 -1.355292 -0.355797 -1.6 -1.0 -0.4
C -1.470921 -1.759014 -0.495038 1.8 1.0 1.4
N 2.774448 -0.614311 0.596107 2.2 3.1 2.2
C -0.159044 -1.456472 -0.324605 1.0 -2.3 -1.9
H 3.043717 -1.476491 0.189944 0.2 -1.6 -0.1
C 1.829563 0.112726 -0.313492 0.2 2.0 -0.8
H 2.384742 -0.674646 1.569841 0.3 -0.5 -0.9
N -2.590326 -0.958599 -0.177073 1.0 -0.2 0.0
C -2.580557 0.268805 0.174704 4.0 2.9 -0.3
C -0.268003 0.899981 0.208302 -1.7 0.6 -0.4
H 0.650970 -2.246280 -0.654179 -2.2 1.3 0.8
H 2.258526 -0.093098 -1.338455 -1.0 0.1 0.8
H 2.123626 2.292777 -0.831031 -0.1 0.4 -1.9
N 0.316018 1.999360 0.190100 -1.7 -0.9 0.2
H 2.333079 2.161534 0.736777 -0.3 -0.9 0.6
```
Positions in Å, forces in eV/Å.



2.
C45H48GeN5O4ReS2Se | the ωB97M-V functional and the def2-TZVPD basis

Values from the calculation:
strongest force on any atom = 0.0522 Eh/bohr
energy above the lowest of the compared OMol25 structures with the same formula, charge and spin = 81.75 kJ/mol
total charge = -1
E = -7671.39424 Eh
⟨S²⟩ = 0.8326
HOMO level (alpha / beta) = -0.148 / -0.126 Eh
orbital gap (alpha / beta) = 6.42 / 5.82 eV
spin multiplicity = 2

Geometry as XYZ:
```
107
Properties=species:S:1:pos:R:3:forces:R:3
C -0.765570 5.712246 -2.846692 0.0 0.1 0.2
C -0.695180 -2.426672 4.327498 0.0 0.0 0.0
H 5.886060 3.734484 3.219421 0.0 0.0 0.0
C -0.846728 5.285754 -0.489688 0.0 0.0 -0.1
N 2.187376 -0.236523 1.216927 0.1 -0.4 -0.6
H 3.062349 -5.451086 2.467585 0.0 0.0 0.0
C -1.502696 2.289573 -6.838889 0.0 0.0 0.1
C -4.497200 2.078925 0.584018 0.0 0.1 -0.1
C -5.586798 1.763286 -0.219152 0.1 0.0 0.0
C -3.158196 2.535925 -1.382917 -0.2 -0.1 0.0
H 3.533138 -3.161515 1.675622 -0.1 0.0 0.0
H 1.463785 -6.970751 -1.210476 0.0 0.0 0.0
Ge -1.391885 2.926370 -2.125202 0.0 0.1 0.3
H -6.523422 1.457368 0.230380 0.0 0.0 0.0
C 3.292054 1.619545 2.705723 0.0 0.2 0.4
H 5.138809 0.166327 -2.616768 -0.1 0.0 0.0
C -1.422313 2.701999 -4.064827 0.1 -0.2 -0.2
C 2.137907 -6.223224 -0.786891 0.0 0.0 0.0
C -3.005682 -2.899184 1.829521 0.1 -0.1 0.0
H -0.824319 5.365168 -3.872400 0.0 0.0 0.0
C -2.653776 -1.430881 -2.030877 -0.2 0.0 0.2
Re 0.061433 -0.092485 -1.166617 -0.7 2.6 0.2
H -1.541684 2.121436 -7.909093 0.0 0.0 0.0
H -2.951107 -3.161713 2.891965 0.0 0.0 0.0
O 1.885042 -0.355255 3.619420 0.2 0.0 0.0
C 4.320815 0.078514 -1.919515 0.1 0.0 0.0
H 3.390919 6.330329 2.946399 0.0 0.0 -0.1
C 2.852865 -0.139044 0.065022 -0.2 0.1 0.1
N 2.180782 -0.021955 -1.080467 0.2 -0.2 0.0
H -0.496233 6.974496 0.789726 0.0 0.0 0.0
C -3.126673 -4.177270 0.995454 0.1 0.0 0.1
C 3.003546 0.092274 -2.179358 -0.1 0.0 0.0
H -2.320258 -6.190293 0.824908 0.0 0.0 0.0
C 3.036017 -5.252944 1.393710 -0.1 0.1 0.0
C -0.404873 7.513376 -1.287892 0.0 0.0 0.0
H -1.955314 -1.000288 1.900265 0.0 0.0 0.1
H -1.610340 -0.881174 -3.844120 0.0 -0.1 0.0
C 0.026015 -2.743791 5.463838 0.1 -0.1 0.0
C 3.834983 4.332571 3.027063 0.1 0.2 0.0
H -3.182291 3.628644 -6.829728 0.0 0.0 0.0
H -4.580960 2.011758 1.662217 0.0 0.0 0.0
H -6.298302 1.533481 -2.229844 0.0 0.0 0.0
H -3.118826 -3.901973 -0.061625 0.0 0.0 0.0
C 2.025009 -6.186404 0.735705 0.0 0.0 -0.1
H 5.033444 5.994289 3.088988 0.0 0.0 -0.1
C -0.257093 1.654545 -1.267297 0.2 -1.6 -0.7
H -1.085673 -4.944259 0.866493 0.0 0.0 0.0
H -0.202987 8.559842 -1.090184 0.0 0.0 0.0
H 2.182076 -7.193259 1.130737 0.0 0.0 0.0
H 2.905675 -3.965372 4.095648 -0.1 0.0 0.0
N 4.093295 5.686182 3.267526 -0.1 -0.2 0.1
H -3.911478 -2.305554 1.686382 0.0 0.0 0.0
O -3.651217 -1.979952 -1.576188 0.1 0.0 0.0
C 1.303716 -3.317451 5.382174 -0.1 0.1 -0.1
H 1.012083 -5.892759 1.028350 0.0 0.0 0.0
C -0.102046 -2.710216 3.106123 -0.2 0.0 -0.2
C -3.294313 2.459371 0.005425 -0.1 0.0 -0.1
C -4.253931 2.194149 -2.174797 0.0 0.0 0.1
S 4.588696 -0.118685 -0.221166 -0.1 0.0 0.3
H 1.879141 -5.260685 -1.231981 0.0 0.0 0.0
H 3.158514 -6.477623 -1.092082 -0.1 0.0 0.0
H 0.178993 0.990958 -6.533486 0.0 0.0 0.0
N -0.529856 -2.502857 1.797222 -0.6 0.3 0.2
H -4.107499 -4.614231 1.202975 0.0 0.0 0.0
C -0.503972 1.853427 -4.688871 -0.2 0.1 -0.1
H -1.662197 -1.947074 4.388711 0.0 0.0 0.0
H 1.719816 4.619788 2.770102 0.0 0.0 0.0
O 4.150076 -0.817114 2.719093 0.1 -0.2 0.0
C 2.776284 -3.763723 1.165601 0.0 0.0 0.1
Se 0.363471 -2.759162 -0.925927 0.2 -1.0 0.1
C 2.525978 3.893898 2.810843 -0.1 0.0 0.0
C 0.437596 -2.854919 0.944526 0.2 0.0 -0.1
C -0.538490 1.655358 -6.065738 0.0 0.0 0.1
H 1.239580 2.205579 2.487150 0.1 0.0 0.0
H 1.850000 -3.531105 6.291850 0.0 0.0 0.0
C -2.221646 -1.697087 -3.453285 0.1 0.1 -0.2
H -0.967551 4.599488 0.343524 0.0 0.0 0.0
H 0.211975 1.321808 -4.075930 0.1 -0.1 0.1
H -2.439294 2.663320 0.642501 0.0 0.0 0.0
H -1.928176 -5.396278 2.355288 0.0 0.0 -0.1
C -0.575326 6.623704 -0.233158 0.0 -0.1 0.0
C -2.374597 3.345429 -4.860338 0.1 0.0 0.0
H -0.348987 7.741946 -3.420728 0.0 0.0 0.0
C 2.254327 2.549725 2.656409 0.1 -0.1 -0.1
N 1.467437 -3.348139 1.666560 0.4 -0.1 0.2
C -1.855146 -1.980669 1.434131 0.0 -0.1 0.1
C 4.595491 2.045056 2.906823 -0.1 0.0 -0.1
C 1.897529 -3.577591 4.160391 0.0 0.1 0.0
C -0.958179 4.808816 -1.799600 0.1 0.3 0.1
C -2.423198 3.136115 -6.233581 0.1 0.0 0.0
O -1.928777 -0.611954 -1.332975 0.2 0.0 -0.1
H -1.629088 -2.613842 -3.459958 0.0 0.0 0.0
H -4.162371 2.195819 -3.256181 0.0 0.0 0.1
H 2.544700 0.193219 -3.150541 0.0 0.0 0.0
H -3.101138 -1.851698 -4.076882 0.0 0.0 0.0
C -0.492979 7.054955 -2.594503 0.0 -0.1 0.0
H -1.877265 -1.812860 0.360757 0.1 0.0 0.1
S 2.892822 -0.098147 2.620357 -0.1 0.3 0.1
C -2.053480 -5.232951 1.278687 0.0 0.1 0.0
H -0.395879 -2.524547 6.435696 0.0 0.0 0.0
H 4.036350 -5.467080 1.004194 0.0 0.0 0.1
C 4.865933 3.398083 3.062485 0.1 0.0 0.0
H 2.811761 -3.508833 0.110085 -0.1 0.0 -0.1
C -5.461482 1.811783 -1.598742 0.1 0.0 0.0
H 5.389478 1.309283 2.939904 0.0 0.0 0.0
H -3.093806 4.019982 -4.403978 0.0 0.0 0.0
C 1.164616 -3.257640 3.024990 0.2 -0.2 -0.3
```
Positions in Å, forces in eV/Å.



3.
C4H9NOPS2 | the ωB97M-V functional and the def2-TZVPD basis

Values from the calculation:
SMILES = CC(C)/C=N/OP([S-])S
strongest force on any atom = 0.1198 Eh/bohr
total charge = -1
E = -1425.52998 Eh
HOMO level = -0.121 Eh
orbital gap = 6.73 eV

Geometry as XYZ:
```
18
Properties=species:S:1:pos:R:3:forces:R:3
H -0.240990 -2.542192 0.100176 -0.3 -1.0 -0.2
S -0.691905 2.964525 3.994318 0.6 -0.3 -1.0
C 0.353391 -2.166439 -0.719503 2.4 -2.1 -0.9
C -0.131760 -0.796677 -1.048304 -0.1 -0.6 -1.0
H 0.372505 0.716136 -2.477580 1.4 -0.5 1.8
H 1.760210 0.086248 -1.344258 2.0 1.0 1.1
H 0.528959 2.740604 3.420828 -0.4 0.3 0.5
N 0.475788 0.336437 0.970988 -0.2 -0.5 -0.9
H 1.481719 -2.318238 -0.376187 -2.2 1.2 -0.4
O 0.041137 1.047776 2.045806 0.8 0.1 1.0
P -1.528151 1.699350 2.294589 -0.7 -0.6 0.3
H 0.386472 -2.705873 -1.711961 -0.6 -0.3 1.3
S -1.911206 2.612526 0.583832 -0.1 0.9 -0.1
H -1.445405 0.105850 0.407331 -0.8 -0.2 0.2
C 0.909865 -0.129992 -1.874086 -2.8 0.9 -5.4
H 1.175436 -0.704855 -2.840817 -0.1 0.0 1.7
C -0.428116 -0.135290 0.202963 0.0 2.1 1.6
H -1.107948 -0.809898 -1.628135 1.1 -0.4 0.6
```
Positions in Å, forces in eV/Å.



4.
C7H13N | the ωB97M-V functional and the def2-TZVPD basis

Values from the calculation:
SMILES = C=C(C)C(=C)CCN
strongest force on any atom = 0.0325 Eh/bohr
energy above the lowest of the compared OMol25 structures with the same formula, charge and spin = 163.08 kJ/mol
E = -329.20935 Eh
HOMO level = -0.320 Eh
orbital gap = 9.73 eV

Geometry as XYZ:
```
21
Properties=species:S:1:pos:R:3:forces:R:3
H -0.515381 -2.542181 -1.669629 -0.7 -0.7 0.1
H 1.239958 2.405996 1.735689 0.1 -0.2 -0.2
H -0.435757 2.343831 2.156111 -0.3 0.0 -0.2
C 0.486712 1.768205 2.197529 0.0 0.4 0.1
N -1.130220 -1.994379 -2.242070 0.9 1.2 -0.7
H -1.475917 0.879832 -0.760350 -0.3 0.0 0.4
H 2.345235 1.250728 -0.118207 -0.1 0.2 0.0
H -2.095309 -2.220246 -2.390474 0.1 -0.3 0.6
H -1.386407 0.006225 -2.785244 -0.4 0.1 -0.2
H -1.366658 -0.735910 -0.025142 -0.2 0.1 -0.2
H 0.511702 -0.870307 3.235350 0.0 0.5 0.2
H 0.277418 -1.654127 1.622177 0.3 0.2 0.0
C -0.864473 -0.018608 -0.675845 0.3 0.2 -0.3
C 0.352825 0.437823 1.522661 1.2 0.0 0.1
C 1.443382 0.940072 -0.632353 0.5 -0.7 0.0
C 0.420164 -0.720881 2.170422 -0.7 -0.6 -0.4
H 0.745225 1.694363 3.243879 0.0 -0.3 0.3
C -0.776487 -0.579741 -2.119843 0.3 -0.7 0.5
H 0.234955 -0.460557 -2.510539 0.1 0.0 0.1
H 1.503376 0.835535 -1.707093 0.0 0.3 0.0
C 0.410857 0.437564 0.028228 -1.0 0.1 -0.4
```
Positions in Å, forces in eV/Å.



Which value of E does entry 2 give?
-7671.39424 Eh



Which formula does entry 3 have?
C4H9NOPS2